[1]
Computed, not measured: a 4-piece molecular cluster, C22H38N4O6P2 overall, with the ωB97M-V functional and the def2-TZVPD basis.

The geometry in XYZ format:
```
72
Properties=species:S:1:pos:R:3:forces:R:3
C 4.466535 -0.466572 1.440301 -0.172 -0.326 -0.146
C 3.479413 -0.787909 0.257658 -0.312 0.142 1.011
P 2.414059 0.691456 -0.280576 -1.156 -0.916 -0.790
C 3.451526 1.620675 -1.531279 1.807 -0.181 0.697
C 2.117689 1.645944 1.293769 0.933 1.518 1.703
C 0.896117 1.413721 2.103964 0.469 1.154 0.595
P -0.251460 0.078805 1.414952 0.649 -0.685 -0.654
C -1.262945 -0.667137 2.820943 -0.233 0.797 -0.509
C -1.414918 1.001991 0.277887 -0.027 1.029 0.219
C 0.625858 2.137571 3.349350 2.083 0.379 -1.069
C 1.582388 3.131717 3.859873 0.405 -1.173 -1.886
C 2.766854 3.342360 3.073793 0.443 -1.071 -1.590
C 3.068109 2.627555 1.803302 -2.315 -0.038 1.715
C 4.433363 3.133645 1.343852 0.016 -0.730 1.043
O 5.020899 3.292863 0.317993 -0.977 -0.718 -0.081
N 5.120077 3.595795 2.596495 -1.910 2.325 -1.213
O 5.795218 4.743604 2.119335 1.975 0.318 0.421
C 4.003573 4.250182 3.302046 -1.867 -1.778 1.259
O 4.026263 5.257815 3.939565 0.480 -0.249 -0.305
H 3.855760 -0.417270 2.383044 0.754 0.040 -0.840
H 5.235576 -1.277959 1.582030 -0.765 0.788 -0.171
H 4.988553 0.508191 1.279710 -0.261 -0.760 0.136
H 2.729563 -1.530124 0.656636 0.681 0.657 -0.572
H 3.947216 -1.245285 -0.647335 -0.252 0.566 0.639
H 3.290412 2.722409 -1.565596 -0.163 -0.957 -0.102
H 3.320811 1.113450 -2.521242 -0.314 0.581 0.879
H 4.538822 1.479653 -1.261175 -0.998 0.326 -0.391
H -1.026081 -0.096729 3.750160 -0.548 -0.846 -0.445
H -2.341841 -0.590601 2.517878 0.895 0.076 0.592
H -1.005882 -1.749646 2.868644 -0.031 0.955 0.250
H -2.263425 1.493920 0.829730 0.645 -0.527 -0.506
H -0.816826 1.838540 -0.183673 -0.502 -0.875 0.382
H -1.791444 0.350138 -0.548627 0.300 0.442 0.908
H -0.300386 1.885863 3.914551 0.900 0.407 -0.505
H 1.448309 3.688367 4.808746 -0.023 -0.493 -0.796
H 6.733283 4.511282 2.002751 -0.529 -0.133 0.152
C -4.867532 -2.247156 -2.303704 0.047 -0.153 0.029
C -4.261552 -0.868637 -2.238593 0.191 0.461 0.046
O -3.097478 -0.681720 -1.907712 -0.071 -0.235 -0.069
N -5.057397 0.181482 -2.563572 0.116 -0.593 0.184
C -6.451919 0.150599 -2.976615 0.467 0.648 0.217
H -4.121389 -2.986165 -2.019653 0.053 0.165 0.001
H -5.708822 -2.321161 -1.612172 -0.072 -0.044 -0.149
H -5.200118 -2.464035 -3.320562 -0.144 -0.021 0.088
H -4.592486 1.074541 -2.499872 -0.046 -0.044 -0.022
H -6.529726 0.596494 -3.961886 -0.208 -0.094 0.115
H -7.035469 0.741113 -2.266532 -0.198 -0.111 -0.083
H -6.846732 -0.859389 -3.010175 0.105 0.041 -0.016
C -8.991214 -1.944764 -6.220369 -0.071 -0.050 0.082
C -8.007946 -0.803354 -6.248633 0.162 0.320 0.020
O -7.934226 0.018525 -5.345972 -0.360 -0.181 -0.374
N -7.185480 -0.708212 -7.328006 -0.331 -0.207 0.275
C -7.129842 -1.582830 -8.483041 0.348 0.415 0.015
H -9.578775 -1.896171 -5.306261 0.111 0.120 -0.028
H -9.670483 -1.877128 -7.072049 0.056 -0.152 -0.008
H -8.461019 -2.898867 -6.240656 -0.107 -0.018 -0.127
H -6.552301 0.076225 -7.285585 -0.029 -0.051 -0.043
H -6.126775 -2.008082 -8.551467 -0.094 -0.140 -0.178
H -7.330149 -0.991943 -9.378772 -0.006 -0.215 -0.116
H -7.854655 -2.388599 -8.418485 0.014 0.078 0.075
C 6.302250 -0.824764 4.555343 -0.008 0.093 -0.029
C 5.492120 -2.077276 4.776142 -0.340 -0.221 -0.040
O 4.364410 -2.215089 4.329637 0.074 0.087 0.025
N 6.065122 -3.075876 5.505052 0.048 0.394 -0.173
C 7.382257 -3.091372 6.109591 -0.341 -0.443 0.052
H 5.728064 -0.116622 3.962072 -0.068 -0.141 0.041
H 6.540532 -0.359625 5.513884 0.155 -0.007 -0.074
H 7.220743 -1.063136 4.015259 0.062 0.094 0.128
H 5.472981 -3.884932 5.616536 0.051 0.042 0.004
H 7.946820 -3.930006 5.696938 0.202 0.095 0.123
H 7.271140 -3.230162 7.186918 0.250 0.045 0.017
H 7.926008 -2.170182 5.923516 -0.100 -0.021 -0.035
```
Forces are in eV/Å.

Calculated values
Gap between HOMO and LUMO, eV: 6.74
ΔE to the lowest compared entry with this formula, charge and spin, kcal/mol: 56.7
HOMO energy, Eh: -0.251
Lowest unoccupied orbital energy, eV: -0.09
Charge: 0


[2]
Computed, not measured: C29H25AuN5O3S as an isolated structure, with the ωB97M-V functional and the def2-TZVPD basis.

The geometry in XYZ format:
```
64
Properties=species:S:1:pos:R:3:forces:R:3
Au 0.013615 1.924240 -0.269735 -0.094 0.422 0.406
O 3.844686 3.236513 -0.536817 0.144 0.204 -0.023
C 2.647102 3.130377 -0.618728 0.061 -0.145 -0.084
O 2.037979 1.993127 -0.373946 -0.284 -0.129 0.062
C 1.811118 4.329736 -1.051239 0.185 0.050 0.102
C 2.459377 5.528625 -1.310428 -0.087 -0.068 0.010
C 1.695646 6.622915 -1.680759 0.032 -0.016 0.007
C 0.320875 6.483642 -1.773040 -0.011 0.013 0.004
C -0.240516 5.249172 -1.495876 -0.192 0.164 -0.064
N 0.487706 4.197983 -1.147140 0.313 -0.282 -0.239
H 3.533369 5.572134 -1.214766 0.033 -0.009 0.011
H 2.165553 7.573203 -1.890245 0.022 0.034 -0.014
H -0.308571 7.313390 -2.057121 -0.040 0.026 -0.003
H -1.311347 5.097179 -1.550937 -0.033 0.002 -0.036
S -2.260974 2.093390 -0.167757 -0.271 0.068 0.114
C -2.883687 0.643656 0.576054 0.048 -0.063 -0.051
N -2.463006 -0.559653 0.142307 0.234 0.218 -0.048
C -2.920023 -1.719644 0.630592 -0.127 -0.064 0.082
C -3.876164 -1.728625 1.617196 0.046 0.144 -0.072
C -4.340323 -0.499922 2.096290 0.044 -0.176 -0.066
C -3.852600 0.681410 1.577072 0.044 0.019 -0.136
H -1.643260 -0.574675 -0.536485 -0.076 -0.122 0.082
H -2.495115 -2.611713 0.188204 -0.006 -0.006 0.039
H -4.246957 -2.665067 2.001974 -0.018 -0.027 0.030
H -5.077829 -0.471067 2.885659 -0.047 -0.016 0.021
H -4.194325 1.641289 1.932406 0.012 0.025 0.036
C 2.180101 -4.620363 -1.412636 0.014 -0.119 -0.056
N 1.831497 -3.300469 -0.937291 0.092 0.138 0.143
N 0.683144 -2.649706 -1.319197 -0.005 -0.042 -0.204
C 0.750086 -1.339281 -0.930255 -0.152 0.177 -0.026
O -0.200334 -0.529898 -1.175297 0.200 -0.157 -0.073
C 1.986923 -1.188099 -0.260497 -0.075 -0.155 -0.195
C 2.622118 -2.406250 -0.312223 -0.058 0.032 0.101
C 3.962705 -2.785531 0.204621 0.060 0.024 -0.046
C -0.385593 -3.286664 -2.001184 -0.092 -0.009 0.015
C -0.990511 -4.407481 -1.444406 0.036 0.039 -0.029
C -2.045631 -5.009641 -2.109918 -0.045 0.002 -0.016
C -2.501293 -4.483027 -3.310050 0.022 0.025 0.007
C -1.896051 -3.358638 -3.852836 0.015 0.012 -0.010
C -0.828972 -2.755770 -3.204934 -0.024 -0.037 0.066
H 1.605962 -4.843463 -2.309059 0.048 -0.013 0.025
H 1.978252 -5.378511 -0.655766 0.005 -0.037 -0.044
H 3.237002 -4.629529 -1.667443 0.007 -0.046 0.014
H 2.382564 -0.274328 0.134133 0.043 0.199 0.098
H 4.371400 -1.961520 0.782652 0.016 0.004 0.000
H 4.651780 -2.997899 -0.614484 0.013 -0.005 -0.003
H 3.911527 -3.667673 0.841480 -0.012 -0.030 0.016
H -0.623592 -4.811937 -0.510338 -0.002 0.008 0.069
H -2.517454 -5.884627 -1.688026 -0.011 -0.071 0.017
H -3.324891 -4.952611 -3.825813 -0.065 -0.038 -0.037
H -2.245686 -2.955066 -4.792598 -0.020 0.014 -0.016
H -0.348112 -1.878659 -3.613740 0.019 0.009 -0.003
N 0.552850 2.050149 7.045902 0.019 -0.013 0.291
C 0.442785 2.031840 5.905336 -0.028 0.043 -0.103
C 0.303729 2.009985 4.478287 0.009 -0.078 -0.054
C 0.528578 3.165993 3.740850 0.007 0.083 -0.082
C 0.407099 3.142595 2.358648 -0.080 -0.082 0.032
C 0.061719 1.951774 1.747795 0.025 -0.212 0.089
C -0.165709 0.788561 2.462431 0.092 0.112 0.047
C -0.041187 0.821338 3.843645 -0.025 -0.003 -0.079
H 0.798161 4.082230 4.247572 0.013 0.010 -0.006
H 0.577886 4.040721 1.784927 0.016 0.066 -0.052
H -0.407321 -0.138823 1.966823 -0.031 -0.087 -0.071
H -0.207856 -0.071353 4.430141 0.015 -0.027 0.005
```
Forces are in eV/Å.

Calculated values
Gap between HOMO and LUMO, eV: 7.43
ΔE to the lowest compared entry with this formula, charge and spin, kcal/mol: 35.6
HOMO energy, Eh: -0.417
Lowest unoccupied orbital energy, eV: -3.93
Charge: +1


[3]
Computed, not measured: one molecule with the formula C6H13NO, with the ωB97M-V functional and the def2-TZVPD basis.

The geometry in XYZ format:
```
21
Properties=species:S:1:pos:R:3:forces:R:3
C -0.579617 -0.157279 0.499532 0.334 -0.058 0.562
C 0.329035 0.442313 -0.659954 -3.399 1.516 -0.491
C 0.084482 -0.277395 1.859565 1.311 2.228 0.557
C -1.307674 -1.454652 0.181523 0.561 0.843 -2.327
C 1.332303 1.426791 -0.157880 -0.227 -1.816 1.986
C 0.822889 -0.376500 -1.856582 -1.856 1.482 -1.938
N -1.421187 1.039906 0.441188 -0.978 -0.054 -0.085
O -1.002430 1.395188 -0.902681 1.769 -1.760 -0.528
H 0.554368 0.808935 2.100352 -1.247 -2.728 -0.053
H 0.927619 -0.957545 1.678133 -0.099 -0.105 0.719
H -0.588491 -0.622546 2.703784 0.792 0.400 -1.134
H -2.050920 -1.586067 0.947081 -0.974 0.033 -0.202
H -0.660498 -2.322514 0.307074 0.233 0.013 -0.387
H -1.625791 -1.326229 -0.936101 -0.161 -0.776 2.211
H 1.782439 1.928672 -0.962377 1.273 0.349 -0.914
H 1.935815 0.783394 0.558135 0.394 1.253 -1.179
H 0.842420 2.172558 0.449134 -0.229 0.119 0.207
H 1.746560 -0.737661 -1.597600 2.360 -1.281 0.928
H 1.104052 0.221157 -2.803787 -0.841 -0.254 1.621
H 0.214711 -1.213651 -2.245278 -0.019 0.490 0.644
H -2.440084 0.813125 0.396738 1.004 0.105 -0.198
```
Forces are in eV/Å.

Calculated values
Gap between HOMO and LUMO, eV: 9.13
ΔE to the lowest compared entry with this formula, charge and spin, kcal/mol: 98.2
HOMO energy, Eh: -0.304
Lowest unoccupied orbital energy, eV: 0.86
Charge: 0